No. 1
Formula: C4H11N3O2
Source: the OMol25 dataset
Level of theory: ωB97M-V with the def2-TZVPD basis set

Structure (ORCA input):
```
! wB97M-V def2-TZVPD RIJCOSX def2/J DEFGRID3
* xyz 0 1
C 0.83 -1.90 3.35
C 0.51 -1.58 1.92
O -0.55 -1.08 1.57
O 1.52 -1.87 0.99
H 0.35 -1.15 3.89
H 1.90 -2.02 3.52
H 0.46 -2.83 3.47
C -2.17 0.81 -1.02
C 0.28 1.03 -1.95
N -0.72 0.85 -0.86
N 0.50 2.35 -2.31
N 1.17 0.04 -1.81
H -0.39 0.41 -0.06
H -2.72 1.58 -0.48
H -2.53 -0.26 -1.06
H -0.08 3.12 -1.84
H 0.72 2.55 -3.22
H 1.50 -1.06 0.18
H 1.95 -0.10 -2.25
H -2.53 1.11 -2.01
*
```

Results
E_LUMO (eV): 0.588
Structure (SMILES): [H]/N=C(\N)NC.CC(=O)O
Energy (eV): -12889.30530
Relative energy (zero: lowest compared OMol25 entry of this formula, charge and spin) (eV): 3.5247
M (g/mol): 133.15


No. 2
Formula: C4H11N3O2
Source: the OMol25 dataset
Level of theory: ωB97M-V with the def2-TZVPD basis set

Structure (ORCA input):
```
! wB97M-V def2-TZVPD RIJCOSX def2/J DEFGRID3
* xyz 0 1
C 3.14 0.29 -0.08
C 1.02 1.28 -0.74
N 1.83 0.26 -0.61
N 1.44 2.59 -0.44
N -0.26 0.79 -0.88
H -0.53 -2.54 -0.20
H 3.67 -0.55 -0.59
H 3.05 0.09 1.02
H 2.18 2.95 -1.02
H 0.66 3.21 -0.65
H -0.50 -0.18 -0.90
H -1.05 1.39 -1.04
H 3.74 1.24 -0.14
C -3.03 -1.36 1.39
C -2.23 -1.77 0.20
O -1.16 -2.49 0.57
O -2.41 -1.43 -0.97
H -2.31 -0.82 2.05
H -3.39 -2.21 2.03
H -3.85 -0.73 1.04
*
```

Results
E_LUMO (eV): 0.704
Structure (SMILES): CN=C(N)N.CC(=O)O
Energy (eV): -12891.33841
Relative energy (zero: lowest compared OMol25 entry of this formula, charge and spin) (eV): 1.4916
M (g/mol): 133.15


No. 3
Formula: C4H11N3O2
Source: the OMol25 dataset
Level of theory: ωB97M-V with the def2-TZVPD basis set

Structure (ORCA input):
```
! wB97M-V def2-TZVPD RIJCOSX def2/J DEFGRID3
* xyz 0 1
C 0.30 0.34 1.78
C 0.91 -0.90 2.34
O 1.65 -1.65 1.75
O 0.49 -1.13 3.63
H 0.03 1.05 2.56
H -0.71 -0.04 1.55
H 0.82 0.61 0.86
C -2.46 1.08 -1.82
C -0.26 0.44 -1.91
N 0.89 -0.08 -1.34
N -1.41 0.12 -1.51
N 0.09 1.45 -2.85
H 0.79 -0.64 -0.50
H 1.60 -0.57 -1.88
H 0.31 -2.09 3.76
H -0.56 2.22 -2.95
H 0.97 1.83 -2.58
H -2.18 2.14 -1.88
H -3.27 1.02 -1.10
H -2.91 0.83 -2.79
*
```

Results
E_LUMO (eV): 0.715
Structure (SMILES): CN=C(N)N.CC(=O)O
Energy (eV): -12891.69852
Relative energy (zero: lowest compared OMol25 entry of this formula, charge and spin) (eV): 1.1314
M (g/mol): 133.15


No. 4
Formula: C4H11N3O2
Source: the OMol25 dataset
Level of theory: ωB97M-V with the def2-TZVPD basis set

Structure (ORCA input):
```
! wB97M-V def2-TZVPD RIJCOSX def2/J DEFGRID3
* xyz 0 1
C -2.89 1.87 1.61
C -1.85 0.50 -0.10
N -0.85 0.33 -1.01
N -1.85 1.68 0.54
N -2.87 -0.37 0.03
H 0.11 0.26 -0.54
H -0.87 -0.60 -1.40
H -0.93 2.07 0.59
H -3.81 -0.25 0.36
H -2.67 -1.26 -0.38
H -3.82 2.26 1.16
H -2.56 2.63 2.37
H -3.11 0.88 1.97
C 3.67 -1.97 -0.40
C 2.60 -0.87 -0.33
O 1.41 -1.28 -0.27
O 2.95 0.32 -0.24
H 3.68 -2.44 -1.37
H 3.78 -2.71 0.37
H 4.68 -1.44 -0.43
*
```

Results
E_LUMO (eV): -0.224
Energy (eV): -12890.83832
Relative energy (zero: lowest compared OMol25 entry of this formula, charge and spin) (eV): 1.9916
M (g/mol): 133.15


No. 5
Formula: C4H11N3O2
Source: the OMol25 dataset
Level of theory: ωB97M-V with the def2-TZVPD basis set

Structure (ORCA input):
```
! wB97M-V def2-TZVPD RIJCOSX def2/J DEFGRID3
* xyz 0 1
C -0.94 0.48 -1.95
C 1.20 0.27 -0.88
N 2.12 0.56 0.21
N 0.00 0.70 -0.83
N 1.96 -0.32 -1.98
H 2.98 0.03 0.32
H 1.48 0.74 1.00
H -0.04 -1.47 0.36
H 1.39 -0.92 -2.52
H 2.60 0.33 -2.46
H -1.98 0.31 -1.66
H -0.77 -0.35 -2.61
H -0.99 1.47 -2.33
C -1.88 -0.13 2.34
C -0.53 -0.52 2.07
O 0.48 -0.15 2.66
O -0.56 -1.50 1.09
H -2.51 -0.17 1.40
H -1.65 1.03 2.51
H -2.35 -0.40 3.24
*
```

Results
E_LUMO (eV): 0.679
Structure (SMILES): CN=C(N)N.CC(=O)O
Energy (eV): -12890.36076
Relative energy (zero: lowest compared OMol25 entry of this formula, charge and spin) (eV): 2.4692
M (g/mol): 133.15


No. 6
Formula: C4H11N3O2
Source: the OMol25 dataset
Level of theory: ωB97M-V with the def2-TZVPD basis set

Structure (ORCA input):
```
! wB97M-V def2-TZVPD RIJCOSX def2/J DEFGRID3
* xyz 0 1
C -2.10 2.19 -3.25
C -0.51 1.25 -1.49
N -0.88 1.58 -0.19
N -1.66 1.14 -2.36
N 0.62 0.88 -1.84
H -1.85 1.85 -0.15
H -0.27 2.14 0.39
H -2.33 0.41 -2.16
H 0.94 0.50 -2.71
H 0.34 -3.39 2.89
H -3.04 2.64 -2.94
H -2.01 1.85 -4.29
H -1.45 3.08 -3.24
C 1.16 -0.52 1.95
C 1.35 -1.94 2.33
O 2.38 -2.53 2.42
O 0.13 -2.49 2.66
H 0.24 -0.29 1.42
H 2.01 -0.18 1.35
H 1.27 0.18 2.78
*
```

Results
E_LUMO (eV): 0.752
Structure (SMILES): [H]/N=C(/N)NC.CC(=O)O
Energy (eV): -12891.16400
Relative energy (zero: lowest compared OMol25 entry of this formula, charge and spin) (eV): 1.6660
M (g/mol): 133.15


Please write out number 6 again, unchanged.
Formula: C4H11N3O2
Source: the OMol25 dataset
Level of theory: ωB97M-V with the def2-TZVPD basis set

Structure (ORCA input):
```
! wB97M-V def2-TZVPD RIJCOSX def2/J DEFGRID3
* xyz 0 1
C -2.10 2.19 -3.25
C -0.51 1.25 -1.49
N -0.88 1.58 -0.19
N -1.66 1.14 -2.36
N 0.62 0.88 -1.84
H -1.85 1.85 -0.15
H -0.27 2.14 0.39
H -2.33 0.41 -2.16
H 0.94 0.50 -2.71
H 0.34 -3.39 2.89
H -3.04 2.64 -2.94
H -2.01 1.85 -4.29
H -1.45 3.08 -3.24
C 1.16 -0.52 1.95
C 1.35 -1.94 2.33
O 2.38 -2.53 2.42
O 0.13 -2.49 2.66
H 0.24 -0.29 1.42
H 2.01 -0.18 1.35
H 1.27 0.18 2.78
*
```

Results
E_LUMO (eV): 0.752
Structure (SMILES): [H]/N=C(/N)NC.CC(=O)O
Energy (eV): -12891.16400
Relative energy (zero: lowest compared OMol25 entry of this formula, charge and spin) (eV): 1.6660
M (g/mol): 133.15


Question: Which value of M does entry 4 give?
Answer: 133.15 g/mol


Question: relative energy (zero: lowest compared OMol25 entry of this formula, charge and spin) of number 3 (C4H11N3O2)?
Answer: 1.1314 eV


Question: What is the energy in the second record?
Answer: -12891.33841 eV